*a*
The following is a quantum chemistry calculation of a single S2 molecule, from the OMol25 dataset.

Cartesian coordinates (Å):
S  0.000  0.000  0.931
S  0.000  0.000  -0.931

Properties
Molar mass (g mol⁻¹): 64.13
Total charge: 0
HOMO (eV): -8.20
Gap between HOMO and LUMO (eV): 5.766
Lowest unoccupied orbital energy (eV): -2.43

=====

*b*
The following is a quantum chemistry calculation of a single S2 molecule, from the OMol25 dataset.

Cartesian coordinates (Å):
S  0.000  0.000  1.240
S  0.000  0.000  -1.240

Properties
Molar mass (g mol⁻¹): 64.13
Total charge: 0
HOMO (eV): -9.59
Gap between HOMO and LUMO (eV): 5.552
Lowest unoccupied orbital energy (eV): -4.04

=====

*c*
The following is a quantum chemistry calculation of a molecular structure, S2, from the OMol25 dataset.

Cartesian coordinates (Å):
S  0.000  0.000  1.362
S  0.000  0.000  -1.362

Properties
Molar mass (g mol⁻¹): 64.13
Total charge: 0
HOMO (eV): -9.89
Gap between HOMO and LUMO (eV): 5.437
Lowest unoccupied orbital energy (eV): -4.45

=====

*d*
The following is a quantum chemistry calculation of a single S2 molecule, from the OMol25 dataset.

Cartesian coordinates (Å):
S  0.396  -1.195  -0.166
S  -0.396  1.195  0.166

Properties
Molar mass (g mol⁻¹): 64.13
Total charge: 0
HOMO (eV): -9.67
Gap between HOMO and LUMO (eV): 5.525
Lowest unoccupied orbital energy (eV): -4.15

=====

Relative to the most stable one, in kcal/mol, the structures come out at *a* 0.0; *b* 62.4; *c* 94.1; *d* 70.4.

=====

*a*
The following is a quantum chemistry calculation of a single S2 molecule, from the OMol25 dataset.

Cartesian coordinates (Å):
S  -0.366  -0.215  0.871
S  0.366  0.215  -0.871

Properties
Molar mass (g mol⁻¹): 64.13
Total charge: 0
HOMO (eV): -8.43
Gap between HOMO and LUMO (eV): 5.750
Lowest unoccupied orbital energy (eV): -2.68

=====

*b*
The following is a quantum chemistry calculation of a molecular structure, S2, from the OMol25 dataset.

Cartesian coordinates (Å):
S  0.000  0.000  1.366
S  0.000  0.000  -1.366

Properties
Molar mass (g mol⁻¹): 64.13
Total charge: 0
HOMO (eV): -9.90
Gap between HOMO and LUMO (eV): 5.433
Lowest unoccupied orbital energy (eV): -4.46

=====

Relative to the most stable one, in kcal/mol, the structures come out at *a* 0.0; *b* 94.2.

=====

*a*
The following is a quantum chemistry calculation of a molecular structure, C30H50Cl3N4O4SiSr, from the OMol25 dataset.

Cartesian coordinates (Å):
C  -2.534  -0.095  -4.227
C  -2.928  0.866  -3.158
H  -3.207  -0.022  -5.083
H  -2.569  -1.118  -3.828
H  -1.496  0.064  -4.563
C  -4.092  1.528  -3.088
C  -5.174  1.508  -4.120
H  -4.269  2.183  -2.230
H  -5.070  0.676  -4.822
H  -5.187  2.450  -4.689
H  -6.156  1.417  -3.641
Sr  0.014  -1.159  -0.085
Cl  1.413  -0.091  -2.287
Cl  -0.895  -3.704  -0.151
H  4.868  -3.043  2.962
H  6.186  -3.380  0.863
C  3.953  -3.408  2.478
C  5.276  -3.797  0.409
N  4.079  -3.245  1.035
H  3.077  -2.846  2.812
C  3.185  -2.508  0.364
O  2.213  -1.936  0.905
H  5.265  -3.567  -0.658
H  3.354  -2.440  -0.726
H  3.839  -4.474  2.713
H  5.329  -4.886  0.541
H  -3.551  -1.924  -1.627
H  -5.077  0.435  -0.503
C  -4.011  -2.391  -0.742
C  -5.396  -0.478  0.031
N  -4.284  -1.388  0.276
H  -3.333  -3.158  -0.349
C  -3.435  -1.104  1.285
O  -2.265  -1.507  1.402
H  -5.838  -0.195  0.996
H  -3.899  -0.436  2.047
H  -4.985  -2.804  -1.027
H  -6.141  -0.995  -0.583
O  -2.000  -0.108  -1.210
C  -1.912  0.941  -2.020
C  -2.599  2.353  -0.004
C  -1.949  2.264  -1.235
H  -2.958  1.442  0.476
C  -2.778  3.610  0.572
H  -0.918  0.895  -2.512
C  -1.418  3.384  -1.859
H  -3.309  3.656  1.524
C  -2.327  4.758  -0.090
C  -1.637  4.648  -1.311
H  -0.877  3.204  -2.792
H  -2.552  5.738  0.337
H  -1.285  5.537  -1.837
Si  0.544  -5.093  -3.181
Cl  -0.387  -3.233  -3.671
C  0.032  -6.123  -1.673
C  2.349  -4.597  -3.038
C  0.109  -6.276  -4.612
H  -0.196  -5.504  -0.771
H  0.870  -6.781  -1.394
H  -0.856  -6.739  -1.883
H  -0.931  -6.623  -4.525
H  0.751  -7.171  -4.644
H  0.196  -5.792  -5.595
H  2.468  -3.754  -2.349
H  2.726  -4.261  -4.012
H  2.972  -5.430  -2.687
C  4.034  6.122  2.229
C  4.154  4.967  3.192
N  3.271  3.834  2.899
C  3.811  2.537  3.370
C  3.458  2.163  4.808
C  1.915  4.072  2.950
O  1.434  5.193  3.093
C  0.998  2.875  2.853
C  -0.033  2.772  3.797
C  -0.828  1.632  3.789
C  -0.600  0.677  2.785
N  0.331  0.806  1.831
C  1.130  1.898  1.854
H  4.235  5.796  1.207
H  4.778  6.874  2.499
H  3.042  6.570  2.289
H  5.168  4.556  3.170
H  3.944  5.322  4.212
H  3.471  1.746  2.691
H  4.900  2.622  3.272
H  2.410  1.843  4.895
H  4.098  1.327  5.117
H  3.641  3.006  5.489
H  -0.183  3.587  4.508
H  -1.623  1.458  4.516
H  -1.195  -0.239  2.724
H  1.850  2.007  1.030

Properties
Molar mass (g mol⁻¹): 752.82
Total charge: -1
HOMO (eV): -4.12
Gap between HOMO and LUMO (eV): 6.190
Lowest unoccupied orbital energy (eV): 2.07

=====

*b*
The following is a quantum chemistry calculation of a molecular structure, C30H50Cl3N4O4SiSr, from the OMol25 dataset.

Cartesian coordinates (Å):
C  -2.082  -1.946  -4.764
C  -1.276  -2.603  -3.670
H  -2.680  -2.695  -5.285
H  -1.429  -1.457  -5.498
H  -2.717  -1.166  -4.314
C  -1.061  -3.990  -3.618
C  -1.183  -4.904  -4.774
H  -0.721  -4.424  -2.682
H  -0.875  -4.450  -5.729
H  -2.180  -5.356  -4.913
H  -0.491  -5.737  -4.593
Sr  1.536  1.813  -0.074
Cl  -1.309  1.242  0.239
Cl  3.269  3.832  -0.670
H  0.710  6.955  3.057
H  -1.877  6.949  2.074
C  0.940  6.477  2.098
C  -1.386  6.478  1.213
N  -0.212  5.725  1.617
H  1.798  5.809  2.196
C  -0.160  4.385  1.491
O  0.886  3.719  1.602
H  -2.076  5.783  0.727
H  -1.122  3.885  1.280
H  1.160  7.282  1.389
H  -1.098  7.273  0.516
H  2.424  -0.411  -4.538
H  2.241  -3.429  -3.423
C  3.359  -0.598  -3.993
C  3.232  -2.977  -3.286
N  3.138  -1.567  -2.929
H  3.732  0.338  -3.567
C  3.068  -1.213  -1.628
O  3.121  -0.052  -1.178
H  3.755  -3.529  -2.493
H  2.981  -2.067  -0.945
H  4.080  -1.044  -4.680
H  3.788  -3.054  -4.221
O  -0.181  -1.680  -3.255
C  -1.182  -1.819  -2.297
C  0.323  -2.965  -0.558
C  -0.928  -2.559  -1.053
H  1.217  -2.827  -1.167
C  0.402  -3.570  0.691
H  -1.850  -0.959  -2.208
C  -2.095  -2.902  -0.327
H  1.372  -3.885  1.086
C  -0.756  -3.819  1.442
C  -2.015  -3.524  0.907
H  -3.050  -2.663  -0.802
H  -0.687  -4.296  2.422
H  -2.936  -3.787  1.442
Si  -0.155  2.449  -3.720
Cl  0.888  0.882  -2.577
C  1.167  3.786  -3.904
C  -1.495  3.106  -2.604
C  -0.743  1.758  -5.343
H  1.703  3.960  -2.955
H  0.725  4.747  -4.214
H  1.910  3.515  -4.665
H  0.030  1.148  -5.834
H  -0.996  2.594  -6.015
H  -1.652  1.153  -5.198
H  -1.776  2.371  -1.831
H  -2.394  3.380  -3.174
H  -1.156  4.008  -2.070
C  -3.388  -1.682  5.969
C  -2.288  -0.691  6.268
N  -1.407  -0.388  5.124
C  -0.812  0.974  5.175
C  0.496  1.069  5.937
C  -0.724  -1.459  4.581
O  -1.029  -2.633  4.805
C  0.463  -1.204  3.682
C  1.609  -2.002  3.847
C  2.686  -1.802  2.987
C  2.585  -0.806  2.002
N  1.490  -0.052  1.841
C  0.415  -0.302  2.622
H  -3.960  -1.373  5.092
H  -4.063  -1.719  6.828
H  -2.966  -2.672  5.803
H  -2.715  0.267  6.577
H  -1.670  -1.083  7.095
H  -0.696  1.336  4.149
H  -1.576  1.597  5.652
H  1.314  0.612  5.370
H  0.731  2.124  6.098
H  0.408  0.575  6.912
H  1.624  -2.766  4.625
H  3.592  -2.405  3.045
H  3.419  -0.604  1.321
H  -0.508  0.212  2.343

Properties
Molar mass (g mol⁻¹): 752.82
Total charge: -1
HOMO (eV): -1.25
Gap between HOMO and LUMO (eV): 3.434
Lowest unoccupied orbital energy (eV): 2.18

=====

Relative to the most stable one, in kcal/mol, the structures come out at *a* 0.0; *b* 61.4.